Entry from OMol25: a cluster of 2 separate species, C3H9O3PS in total (ωB97M-V with the def2-TZVPD basis set).

The geometry in XYZ format:
```
17
Properties=species:S:1:pos:R:3:forces:R:3
S 3.90981 1.23281 -0.16928 0.28 -2.08 0.00
P 3.78357 -0.70745 0.09720 -3.33 1.25 0.59
O 2.30442 -1.33895 -0.21148 2.69 -0.62 0.37
O 4.44217 -1.72692 0.89642 1.08 0.16 -0.43
O -0.26861 0.56347 -1.32608 0.23 -1.07 0.06
C -1.13500 -0.06235 -0.35307 -0.53 1.28 -2.17
C -0.53969 0.05503 1.02693 -1.40 -2.34 1.53
C -2.56472 0.44909 -0.52399 -1.33 -0.13 1.77
H -0.13012 1.44516 -1.03219 0.31 1.35 0.21
H 0.12488 -0.79240 1.30713 -0.34 0.43 -0.42
H -3.24303 -0.36757 -0.11941 0.58 1.14 -0.17
H 0.02480 0.92817 1.15418 0.73 1.50 -0.02
H -3.01366 0.74516 -1.47493 0.98 -0.55 -0.47
H 1.53860 -0.81671 -0.37649 -0.79 1.42 -0.70
H -1.22757 -1.00995 -0.80167 0.52 -1.84 0.32
H -2.68323 1.35528 0.06890 -0.27 0.02 0.43
H -1.32261 0.04812 1.83784 0.59 0.07 -0.88
```
Forces are in eV/Å.

Properties
LUMO ... -1.048 eV
Total energy ... -29523.946 eV
HOMO ... -10.213 eV
Charge ... 0
Relative energy (zero: lowest compared OMol25 entry of this formula, charge and spin) ... 36.66 kcal/mol
SMILES ... O=P(O)=S.CC(C)O